Record 1
Formula: C12H16N2O
Source: OMol25
Level of theory: ωB97M-V/def2-TZVPD

XYZ file:
```
31
Properties=species:S:1:pos:R:3:forces:R:3
C -3.50590 0.45037 1.05850 2.0875 -1.9279 -1.0440
N -3.03730 -0.98723 0.70542 -0.7275 -0.0431 -0.3296
C -1.73961 -1.52049 1.13082 -1.2387 0.9294 -0.8324
C -0.62087 -1.33170 0.14066 -0.4717 1.9160 -0.9992
C -0.68105 -0.57122 -1.00328 1.2291 -1.6535 0.5122
C 0.51368 -0.51658 -2.03075 0.2680 0.5501 1.4774
O 1.79809 -0.39441 -1.25765 -1.2909 -1.1035 -1.5858
C 2.54119 0.72489 -1.38329 -0.3980 1.7057 -0.9297
C 2.85276 1.28555 -0.16889 1.3580 0.5376 2.0024
C 3.58926 2.47097 -0.06345 -2.0060 -2.2722 -1.7981
C 3.70153 3.16441 -1.23181 1.6617 2.9224 2.1079
N 3.38492 2.75186 -2.38434 -1.3525 -2.7950 -4.0389
C 2.87188 1.48102 -2.54077 -0.4330 0.0975 1.0481
C -1.68296 -2.86377 1.82925 0.0414 2.1101 0.4892
C -1.58238 -1.53989 2.62860 0.0903 -0.7190 -0.8052
H -3.03296 1.22310 0.38524 -0.7331 -1.0482 0.1500
H -4.57603 0.38051 0.95438 -0.2607 0.5636 0.1632
H -3.13947 0.76732 2.03137 -0.4342 -0.2707 0.5480
H -3.75377 -1.74186 0.77741 0.6140 1.4990 0.0061
H 0.28651 -1.85098 0.41877 0.3201 0.1424 -0.1796
H -1.60342 -0.11020 -1.35485 0.1051 -0.0618 0.3911
H 0.58554 -1.46131 -2.59594 -0.0230 0.5200 0.1368
H 0.42529 0.36510 -2.71600 -0.0044 -0.8263 0.5740
H 2.51546 0.72104 0.69782 0.1961 0.1529 0.0215
H 3.92884 2.99417 0.74542 0.4861 0.5283 2.5946
H 4.08028 4.21701 -1.07786 -0.2464 -0.9879 -0.8263
H 2.58714 1.06104 -3.53320 0.5166 0.8411 0.6430
H -0.85748 -3.53311 1.61922 -0.2145 0.0718 0.2039
H -2.66313 -3.19073 2.01723 -0.8477 -1.4034 -0.0176
H -0.69000 -1.13005 3.00456 1.1047 -0.0255 0.7062
H -2.49601 -1.31484 3.19741 0.6035 0.0505 -0.3893
```
Forces are in eV/Å.

Properties
LUMO   0.88 eV
E   -651.46036 Eh
Relative energy (zero: lowest compared OMol25 entry of this formula, charge and spin)   481.1 kJ/mol
Structure (SMILES)   CNC1(/C=C/COc2cccnc2)CC1
HOMO energy   -8.5 eV
Orbital gap   9.41 eV
Strongest force on any atom   5.09 eV/A

=====

Record 2
Formula: C3H8O
Source: OMol25
Level of theory: ωB97M-V/def2-TZVPD

XYZ file:
```
12
Properties=species:S:1:pos:R:3:forces:R:3
H 1.57333 -0.07757 0.61607 0.0648 0.0532 0.1561
H 1.76885 0.06345 1.32146 0.0918 -0.0275 -0.0255
C 0.34496 -0.99938 -1.36701 -0.1200 0.1376 -0.0750
C -0.29158 0.14736 -1.58020 0.0689 -0.1621 -0.0199
H 1.24108 -1.27450 -1.91820 -0.1260 0.0608 0.0470
H -0.00975 -1.70580 -0.61928 0.0283 0.1177 -0.1294
H -1.18515 0.39256 -1.01195 0.1193 -0.0368 -0.1323
H 0.05290 0.87006 -2.31611 -0.0293 -0.1386 0.0709
C -0.86908 0.65357 1.72160 -0.4253 -0.5169 -0.2192
O -1.56188 -0.24076 1.29616 0.4407 0.6477 0.3776
H -0.49408 1.46730 1.07247 -0.0701 -0.0969 0.0165
H -0.56960 0.70371 2.78499 -0.0430 -0.0384 -0.0666
```
Forces are in eV/Å.

Properties
LUMO   0.82 eV
E   -194.23763 Eh
Relative energy (zero: lowest compared OMol25 entry of this formula, charge and spin)   258.1 kJ/mol
Structure (SMILES)   [H][H].C=C.C=O
HOMO energy   -10.1 eV
Orbital gap   10.90 eV
Strongest force on any atom   0.87 eV/A

=====

Copy entry 2 word for word.
Formula: C3H8O
Source: OMol25
Level of theory: ωB97M-V/def2-TZVPD

XYZ file:
```
12
Properties=species:S:1:pos:R:3:forces:R:3
H 1.57333 -0.07757 0.61607 0.0648 0.0532 0.1561
H 1.76885 0.06345 1.32146 0.0918 -0.0275 -0.0255
C 0.34496 -0.99938 -1.36701 -0.1200 0.1376 -0.0750
C -0.29158 0.14736 -1.58020 0.0689 -0.1621 -0.0199
H 1.24108 -1.27450 -1.91820 -0.1260 0.0608 0.0470
H -0.00975 -1.70580 -0.61928 0.0283 0.1177 -0.1294
H -1.18515 0.39256 -1.01195 0.1193 -0.0368 -0.1323
H 0.05290 0.87006 -2.31611 -0.0293 -0.1386 0.0709
C -0.86908 0.65357 1.72160 -0.4253 -0.5169 -0.2192
O -1.56188 -0.24076 1.29616 0.4407 0.6477 0.3776
H -0.49408 1.46730 1.07247 -0.0701 -0.0969 0.0165
H -0.56960 0.70371 2.78499 -0.0430 -0.0384 -0.0666
```
Forces are in eV/Å.

Properties
LUMO   0.82 eV
E   -194.23763 Eh
Relative energy (zero: lowest compared OMol25 entry of this formula, charge and spin)   258.1 kJ/mol
Structure (SMILES)   [H][H].C=C.C=O
HOMO energy   -10.1 eV
Orbital gap   10.90 eV
Strongest force on any atom   0.87 eV/A